Here is a cluster of 2 separate species, C10H6Br2N6O4 in total in a non-equilibrium geometry from the OMol25 dataset. Energies are from ωB97M-V/def2-TZVPD.

Properties
* E_HOMO: -9.174 eV
* Kohn-Sham gap: 0.26619 hartree
* structure (SMILES): O=[N+]([O-])c1cnc2no[n+]([O-])c2c1.Nc1c(Br)cncc1Br
* energy relative to the best compared isomer or geometry (same formula, charge and spin): 0.013 eV
* molecular weight: 434.004 g/mol

Last columns: bonded neighbours and bond lengths (Å).
Element x y z (Å)
1 Br 2.4920 3.8438 0.0369  C2 1.929
2 C 0.8288 2.8669 0.0833  Br1 1.929, C3 1.422, C9 1.395
3 C -0.3907 3.5988 0.0932  C2 1.422, N4 1.342, C5 1.423
4 N -0.4043 4.9407 0.0560  C3 1.342, H10 1.011, H11 1.011
5 C -1.5985 2.8462 0.1143  C3 1.423, Br6 1.931, C7 1.393
6 Br -3.2792 3.7959 0.0968  C5 1.931
7 C -1.5317 1.4548 0.1001  C5 1.393, N8 1.342, H12 1.086
8 N -0.3646 0.7950 0.0537  C7 1.342, C9 1.337
9 C 0.7872 1.4730 0.0587  C2 1.395, N8 1.337, H13 1.085
10 H -1.2799 5.4462 0.0336  N4 1.011
11 H 0.4605 5.4632 0.0151  N4 1.011
12 H -2.4479 0.8727 0.1208  C7 1.086
13 H 1.7120 0.9057 0.0362  C9 1.085
14 O -1.3354 -1.3470 2.4875  N15 1.253
15 N -0.3770 -2.1524 2.4327  O14 1.253, C16 1.431, O26 1.255
16 C 0.2579 -2.3762 1.1703  N15 1.431, C17 1.402, C25 1.438
17 C -0.2102 -1.7409 0.0110  C16 1.402, C18 1.379, H27 1.081
18 C 0.3221 -2.2657 -1.1476  C17 1.379, N19 1.392, C23 1.445
19 N -0.0484 -2.0789 -2.4761  C18 1.392, O20 1.215, O21 1.428
20 O -0.8746 -1.3580 -2.9986  N19 1.215
21 O 0.7405 -2.9699 -3.2649  N19 1.428, N22 1.401
22 N 1.5821 -3.7323 -2.4437  O21 1.401, C23 1.369
23 C 1.2995 -3.3292 -1.1664  C18 1.445, N22 1.369, N24 1.335
24 N 1.7593 -3.8900 -0.0458  C23 1.335, C25 1.332
25 C 1.2678 -3.3971 1.0902  C16 1.438, N24 1.332, H28 1.095
26 O 0.0351 -2.7764 3.4405  N15 1.255
27 H -1.0450 -1.0545 -0.0089  C17 1.081
28 H 1.6427 -3.8345 2.0209  C25 1.095

Atom charges from the Löwdin analysis, given in e for atoms 1 to 4:
1. Br 0.754
2. C -0.557
3. C -0.394
4. N 0.096

***

Here is a cluster of 11 separate species, H21O11 in total in a non-equilibrium geometry from the OMol25 dataset. Energies are from ωB97M-V/def2-TZVPD.

Properties
* E_HOMO: -6.393 eV
* charge: -1
* Kohn-Sham gap: 0.34058 hartree
* energy relative to the best compared isomer or geometry (same formula, charge and spin): 1.926 eV
* molecular weight: 197.157 g/mol

Last columns: bonded neighbours and bond lengths (Å).
Element x y z (Å)
1 O 0.7490 0.7671 4.4371  H2 0.969, H15 0.986
2 H 1.5208 0.5727 3.8844  O1 0.969
3 H 0.2203 -2.7733 -4.1318  O4 0.956
4 O 0.9043 -3.0109 -3.5072  H3 0.956, H26 0.965
5 H -4.3550 1.7264 0.0242  O21 0.958
6 H 1.7360 0.2899 1.5925  O19 0.993
7 O -1.4073 -2.5342 2.4341  H20 0.966, H22 0.964
8 H -3.2283 2.0223 -0.8389  O21 0.968
9 H 0.5462 1.5058 1.0976  O10 1.203
10 O 0.7076 1.9856 0.0065  H9 1.203, H11 0.971
11 H -0.0704 2.5338 0.2016  O10 0.971
12 H 1.4007 0.4054 -2.7833  O30 0.969
13 O -2.8327 -2.8703 -0.1621  H28 0.955, H31 0.950
14 H -1.1010 -0.2152 -0.7808  O27 0.962
15 H 0.1225 0.6954 3.6797  O1 0.986
16 O -0.0015 0.4959 1.8009  H17 0.931
17 H 0.0394 -0.3039 1.3270  O16 0.931
18 H 2.8120 1.4018 1.6515  O19 0.960
19 O 2.7011 0.4714 1.4432  H6 0.993, H18 0.960
20 H -0.7878 -1.8317 2.1977  O7 0.966
21 O -3.9116 2.4938 -0.3404  H5 0.958, H8 0.968
22 H -0.7625 -3.2042 2.6879  O7 0.964
23 H 4.3379 1.5141 -1.6312  O24 0.951
24 O 3.4545 1.4859 -1.9831  H23 0.951, H25 0.964
25 H 2.7933 1.9269 -1.4376  O24 0.964
26 H 1.0573 -2.1415 -3.1169  O4 0.965
27 O -1.4054 0.6866 -0.9230  H14 0.962, H29 1.001
28 H -3.5957 -2.8048 0.4085  O13 0.955
29 H -0.5500 1.1432 -0.6744  O27 1.001
30 O 0.8678 -0.0048 -3.4806  H12 0.969, H32 0.960
31 H -2.0206 -2.9363 0.3263  O13 0.950
32 H 0.0589 0.5071 -3.4096  O30 0.960

Atom charges from the Löwdin analysis, given in e for atoms 1 to 4:
1. O -0.118
2. H 0.000
3. H 0.019
4. O -0.074

***

Here is the molecule C6H12S2 in a non-equilibrium geometry from the OMol25 dataset. Energies are from ωB97M-V/def2-TZVPD.

Properties
* E_HOMO: -8.528 eV
* Kohn-Sham gap: 0.34563 hartree
* structure (SMILES): CC(C)S[C@@H]1C[C@@H]1S
* energy relative to the best compared isomer or geometry (same formula, charge and spin): 1.702 eV
* molecular weight: 148.296 g/mol

Last columns: bonded neighbours and bond lengths (Å).
Element x y z (Å)
1 C 0.6711 -1.8786 -0.5188  C2 1.468, H7 1.133, H8 1.079, H9 1.116
2 C -0.7685 -1.7660 -0.2543  C1 1.468, C3 1.586, H10 1.060, S19 1.903
3 C -1.5152 -2.3883 -1.5071  C2 1.586, H11 1.078, H12 1.096, H13 1.078
4 C -0.3715 0.6183 1.2461  C5 1.505, C6 1.465, H14 1.102, S19 1.832
5 C -0.2122 2.1001 1.4560  C4 1.505, C6 1.528, H15 1.119, H16 1.078
6 C 0.9823 1.1772 1.2218  C4 1.465, C5 1.528, H17 1.048, S20 1.829
7 H 0.9672 -2.9713 -0.4636  C1 1.133
8 H 0.9748 -1.6917 -1.5372  C1 1.079
9 H 1.3423 -1.3616 0.2078  C1 1.116
10 H -1.1237 -2.1955 0.6474  C2 1.060
11 H -2.5892 -2.4351 -1.4324  C3 1.078
12 H -1.1088 -3.3901 -1.6891  C3 1.096
13 H -1.1741 -1.8976 -2.4040  C3 1.078
14 H -0.5848 -0.1060 2.0484  C4 1.102
15 H -0.2528 2.4848 2.5063  C5 1.119
16 H -0.6080 2.8214 0.7593  C5 1.078
17 H 1.6110 0.8703 2.0027  C6 1.048
18 H 0.7055 1.1634 -1.1319  S20 1.412
19 S -1.3138 0.0574 -0.2208  C2 1.903, C4 1.832
20 S 1.8841 1.2884 -0.3652  C6 1.829, H18 1.412

Atom charges from the Löwdin analysis, given in e for atoms 1 to 4:
1. C -0.189
2. C -0.615
3. C -0.127
4. C -0.621

***

Here is the molecule C4HF2NO2 in a non-equilibrium geometry from the OMol25 dataset. Energies are from ωB97M-V/def2-TZVPD.

Properties
* E_HOMO: -9.241 eV
* Kohn-Sham gap: 0.29629 hartree
* structure (SMILES): O=C=C/C(F)=C(/F)N=O
* energy relative to the best compared isomer or geometry (same formula, charge and spin): 0.000 eV
* molecular weight: 133.053 g/mol

Last columns: bonded neighbours and bond lengths (Å).
Element x y z (Å)
1 C 1.2822 0.0376 -0.0053  C2 1.337, C3 1.422, H10 1.083
2 C 1.1647 -1.2938 0.0055  C1 1.337, O6 1.147
3 C 0.2161 0.9781 0.0054  C1 1.422, C4 1.392, F8 1.325
4 C -1.1255 0.6083 -0.0005  C3 1.392, N5 1.340, F9 1.340
5 N -1.2208 -0.7285 -0.0067  C4 1.340, O7 1.234
6 O 1.2412 -2.4382 0.0153  C2 1.147
7 O -2.2787 -1.3630 -0.0147  N5 1.234
8 F 0.5645 2.2561 0.0096  C3 1.325
9 F -2.1288 1.4969 -0.0011  C4 1.340
10 H 2.2851 0.4465 -0.0074  C1 1.083

Atom charges from the Löwdin analysis, given in e for atoms 1 to 4:
1. C -0.012
2. C -0.142
3. C -0.179
4. C -0.269

***

> Which of these has the highest Kohn-Sham gap?

C6H12S2

***

> What is the formula in the second record?

H21O11

***

> Which value of E_HOMO does entry 1 give?

-9.174 eV